Molecular formula: C13H28F3GaINO2
Method: DFT, ωB97M-V with the def2-TZVPD basis set

The value obtained for the HOMO energy is -6.989 eV. Its total energy is -88147.5978 eV.

Atoms and positions in Å:
O  5.66314  2.53815  3.33507
Ga  4.32286  1.86512  2.21779
C  2.73764  3.15900  2.30380
C  1.50873  2.74157  1.48626
C  1.97037  2.35948  0.09769
I  0.32204  2.12232  -1.28736
C  5.26189  1.81288  0.40178
O  5.92496  0.51231  0.13231
C  5.28663  -0.28402  -0.67672
F  5.20614  0.18126  -1.95766
F  5.89899  -1.47211  -0.73549
F  3.99071  -0.51821  -0.32683
H  5.31034  2.74488  4.20460
H  3.85075  0.40395  2.69451
H  3.02104  4.19124  2.06837
H  2.44086  3.15237  3.36037
H  1.04984  1.86378  1.95824
H  0.72910  3.51095  1.41814
H  2.58426  3.12726  -0.36628
H  2.47669  1.39843  0.05375
H  6.08480  2.53055  0.40725
H  4.65785  2.03924  -0.48147
C  -3.17295  -4.02541  -0.76080
C  -4.28253  -2.98972  -0.92105
C  -3.98017  -1.78510  -1.80025
N  -3.08445  -0.69731  -1.24714
C  -3.20200  0.47553  -2.16713
C  -3.46616  -0.27881  0.15697
C  -2.57652  -1.08061  1.08735
C  -1.25066  -1.17460  0.32317
C  -1.62177  -1.12630  -1.16000
H  -2.26342  -3.61689  -0.32410
H  -3.50796  -4.82779  -0.10473
H  -2.91481  -4.47183  -1.72238
H  -4.65616  -2.66810  0.05231
H  -5.13636  -3.46862  -1.40627
H  -4.91444  -1.28393  -2.05401
H  -3.50526  -2.09853  -2.73136
H  -4.22964  0.83267  -2.15598
H  -2.92378  0.16445  -3.17163
H  -2.52662  1.25476  -1.82129
H  -3.23808  0.78347  0.23339
H  -4.53722  -0.42282  0.28694
H  -2.99271  -2.06620  1.28809
H  -2.46408  -0.57092  2.04216
H  -0.69724  -2.07898  0.56795
H  -0.60885  -0.32500  0.55607
H  -1.50011  -2.07156  -1.68010
H  -1.04569  -0.36221  -1.67433

Molecular formula: C2H3OPS
Method: DFT, ωB97M-V with the def2-TZVPD basis set

For the energy above the lowest of the compared OMol25 structures with the same formula, charge and spin, the calculation gives 125.7 kcal/mol. The value obtained for the HOMO energy is -8.182 eV. Its total energy is -24287.8859 eV.

Atoms and positions in Å:
C  0.16936  -1.32481  -0.51028
C  -0.76187  0.35863  1.17067
O  0.06674  -0.27636  -1.30372
P  1.06290  0.98454  -0.99576
S  -0.03298  1.69678  0.83047
H  -0.83404  -1.92738  -0.84804
H  -1.64316  0.43942  1.84942
H  1.97305  0.04918  -0.19276